1.
{
  "formula": "C31H43F32N2O6P",
  "method": "ωB97M-V/def2-TZVPD",
  "lumo_ev": 0.4,
  "total_charge": 0,
  "smiles": "[H]/N=C/C[PH](CN)(CCOCC)OCCCC.FC(F)C(F)(F)COC(F)(F)C(F)F.FC(F)C(F)(F)COC(F)(F)C(F)F.FC(F)C(F)(F)COC(F)(F)C(F)F.FC(F)C(F)(F)COC(F)(F)C(F)F",
  "energy_ha": -5304.9364,
  "species": ["H", "N", "C", "C", "P", "C", "N", "C", "C", "O", "C", "C", "O", "C", "C", "C", "C", "H", "H", "H", "H", "H", "H", "H", "H", "H", "H", "H", "H", "H", "H", "H", "H", "H", "H", "H", "H", "H", "H", "H", "H", "H", "H", "F", "C", "F", "C", "F", "F", "C", "O", "C", "F", "F", "C", "F", "F", "H", "H", "H", "H", "F", "C", "F", "C", "F", "F", "C", "O", "C", "F", "F", "C", "F", "F", "H", "H", "H", "H", "F", "C", "F", "C", "F", "F", "C", "O", "C", "F", "F", "C", "F", "F", "H", "H", "H", "H", "F", "C", "F", "C", "F", "F", "C", "O", "C", "F", "F", "C", "F", "F", "H", "H", "H", "H"],
  "xyz": [[1.453, 6.196, -1.398], [0.750, 5.560, -1.757], [1.268, 4.490, -2.046], [0.437, 3.374, -2.606], [-0.943, 3.010, -1.382], [-2.145, 2.986, -2.887], [-1.833, 1.995, -3.928], [-1.678, 1.380, -0.893], [-2.406, 1.509, 0.456], [-3.657, 2.137, 0.223], [-4.706, 1.217, -0.031], [-5.572, 1.784, -1.152], [0.035, 3.179, 0.008], [0.821, 2.142, 0.530], [1.981, 1.586, -0.298], [1.710, 0.232, -0.980], [2.988, -0.620, -1.040], [2.328, 4.340, -1.882], [1.069, 2.530, -2.814], [0.069, 3.774, -3.525], [-1.657, 4.151, -0.964], [-2.122, 3.961, -3.362], [-3.171, 2.865, -2.569], [-1.212, 1.268, -3.611], [-1.461, 2.421, -4.750], [-2.432, 1.047, -1.575], [-0.988, 0.553, -0.786], [-2.558, 0.543, 0.915], [-1.878, 2.153, 1.139], [-4.248, 0.325, -0.430], [-5.309, 1.009, 0.839], [-5.404, 1.268, -2.082], [-5.302, 2.806, -1.332], [-6.619, 1.704, -0.914], [1.290, 2.563, 1.408], [0.284, 1.297, 0.947], [2.388, 2.278, -1.018], [2.785, 1.379, 0.385], [1.257, 0.341, -1.951], [1.057, -0.284, -0.297], [3.189, -0.888, -2.062], [2.868, -1.540, -0.502], [3.837, -0.096, -0.653], [5.726, -3.579, 0.791], [6.563, -4.439, 1.402], [6.585, -4.122, 2.726], [7.981, -4.344, 0.846], [8.503, -3.126, 1.099], [8.729, -5.247, 1.545], [8.160, -4.677, -0.643], [8.209, -3.583, -1.536], [7.035, -3.049, -2.002], [5.982, -3.817, -1.663], [7.107, -3.046, -3.348], [6.856, -1.605, -1.539], [6.856, -1.529, -0.193], [5.668, -1.134, -1.981], [6.169, -5.454, 1.298], [9.144, -5.133, -0.725], [7.457, -5.440, -0.976], [7.661, -0.974, -1.923], [-9.838, -2.931, -1.208], [-8.550, -2.593, -1.422], [-7.874, -2.788, -0.263], [-8.418, -1.129, -1.838], [-8.824, -0.316, -0.839], [-7.089, -0.894, -2.019], [-9.118, -0.720, -3.143], [-10.389, -0.112, -3.020], [-11.503, -0.904, -2.910], [-11.208, -2.196, -3.143], [-12.362, -0.514, -3.874], [-12.194, -0.712, -1.561], [-11.354, -1.013, -0.552], [-13.260, -1.541, -1.481], [-8.125, -3.253, -2.184], [-8.493, 0.056, -3.579], [-9.128, -1.531, -3.871], [-12.529, 0.321, -1.448], [-2.812, 9.249, 1.934], [-1.659, 8.572, 2.121], [-0.872, 9.318, 2.937], [-0.931, 8.334, 0.799], [-0.552, 9.512, 0.255], [0.214, 7.658, 1.105], [-1.670, 7.497, -0.253], [-2.354, 8.212, -1.268], [-3.624, 8.664, -1.030], [-4.114, 8.166, 0.120], [-4.405, 8.198, -2.029], [-3.689, 10.189, -1.061], [-2.868, 10.721, -0.135], [-4.951, 10.593, -0.782], [-1.874, 7.624, 2.622], [-0.897, 6.948, -0.786], [-2.305, 6.736, 0.201], [-3.400, 10.563, -2.046], [5.618, -8.645, 6.485], [6.557, -9.465, 7.002], [6.688, -9.166, 8.316], [7.906, -9.275, 6.308], [8.376, -8.030, 6.531], [8.775, -10.137, 6.906], [7.953, -9.576, 4.802], [7.845, -8.469, 3.928], [6.603, -8.003, 3.591], [5.638, -8.841, 4.013], [6.542, -7.980, 2.236], [6.384, -6.578, 4.089], [6.508, -6.513, 5.429], [5.131, -6.175, 3.768], [6.219, -10.502, 6.916], [8.950, -9.968, 4.613], [7.268, -10.377, 4.526], [7.107, -5.907, 3.642]],
  "atomic_forces_ev_per_a": [[-0.04, 0.31, 0.10], [-1.22, 3.02, 0.60], [1.17, -2.42, -0.39], [0.73, 0.29, 1.32], [-1.75, 0.18, -1.84], [0.37, 0.17, -0.45], [-0.58, -0.20, 0.44], [0.57, -0.39, 1.46], [-0.37, 0.67, -0.53], [-0.10, 0.10, 0.66], [0.18, 0.59, -1.41], [0.00, -0.20, 0.23], [-0.23, -0.53, -0.31], [1.23, 0.43, 0.49], [-0.45, -0.72, -0.53], [0.85, 0.20, 1.06], [-0.74, 0.24, -0.82], [0.42, -0.34, -0.10], [0.11, -0.53, -0.10], [-0.65, -0.14, -0.59], [0.32, -0.10, 0.34], [0.11, 0.45, -0.03], [-0.37, -0.16, 0.40], [0.18, -0.14, -0.01], [0.30, 0.07, -0.39], [-0.24, -0.02, -0.75], [0.55, 0.01, -0.14], [0.04, -0.42, 0.18], [0.34, 0.11, 0.30], [-0.02, -0.76, 0.28], [0.07, -0.12, 0.57], [0.09, -0.31, -0.40], [-0.05, 0.64, 0.12], [-0.47, 0.10, 0.03], [0.09, 0.44, 0.36], [-0.72, -0.25, -0.22], [0.04, 0.50, -0.13], [0.35, 0.08, 0.52], [-0.37, -0.05, -0.35], [-0.76, -0.29, -0.07], [0.34, -0.16, -0.42], [0.01, -0.48, 0.39], [0.50, 0.25, 0.20], [0.08, -0.13, 0.28], [-0.40, -0.10, 0.36], [0.14, 0.29, -0.33], [0.31, 0.50, -0.29], [-0.05, -0.04, 0.10], [-0.20, -0.23, 0.04], [0.40, -0.60, -0.25], [-0.27, 0.30, 0.41], [0.19, -0.61, -0.14], [-0.13, 0.19, -0.25], [-0.08, 0.18, -0.11], [-0.02, 0.52, 0.09], [0.00, 0.05, -0.15], [0.17, -0.13, -0.14], [0.05, 0.00, -0.03], [0.09, 0.09, 0.10], [-0.19, 0.09, 0.14], [0.02, -0.09, -0.09], [0.33, -0.07, 0.06], [0.19, -0.34, 0.26], [0.00, 0.09, -0.09], [-0.41, 0.50, 0.05], [0.07, -0.09, 0.07], [0.13, -0.28, -0.13], [0.35, 0.25, -0.60], [-0.03, -0.24, 0.52], [0.37, 0.03, -0.54], [-0.33, 0.00, -0.04], [-0.21, 0.01, 0.05], [-0.25, 0.08, 0.36], [-0.15, 0.09, -0.05], [-0.01, 0.00, -0.10], [-0.03, 0.05, -0.03], [0.05, 0.09, 0.13], [-0.05, -0.18, 0.18], [0.01, 0.01, -0.09], [0.24, -0.08, 0.21], [0.08, 0.08, 0.45], [0.00, -0.07, -0.10], [-0.09, 0.27, -0.56], [0.03, 0.02, 0.13], [-0.07, -0.17, 0.19], [0.27, -0.65, -0.23], [0.00, 0.46, 0.36], [0.22, -0.66, -0.01], [-0.31, 0.11, -0.16], [-0.18, 0.14, -0.09], [-0.07, 0.42, -0.06], [-0.10, 0.03, -0.14], [-0.04, -0.08, -0.04], [-0.01, -0.01, -0.06], [0.08, 0.03, -0.07], [-0.08, 0.15, 0.19], [-0.02, -0.08, -0.03], [0.10, -0.18, 0.25], [-0.21, -0.10, 0.40], [0.07, -0.02, -0.09], [0.24, 0.49, -0.30], [-0.05, -0.03, 0.09], [-0.16, -0.25, 0.03], [0.41, -0.55, -0.29], [-0.22, 0.29, 0.38], [0.17, -0.63, -0.03], [-0.18, 0.18, -0.30], [-0.10, 0.19, -0.10], [-0.11, 0.24, 0.32], [-0.02, 0.02, -0.15], [-0.01, -0.15, -0.14], [0.03, 0.02, -0.06], [0.10, 0.10, 0.09], [-0.18, 0.08, 0.16], [0.17, -0.04, -0.07]]
}

2.
{
  "formula": "C6H10N2",
  "method": "ωB97M-V/def2-TZVPD",
  "lumo_ev": [1.0, 0.4],
  "total_charge": 0,
  "energy_ha": -343.8236,
  "species": ["C", "N", "C", "C", "C", "C", "C", "N", "H", "H", "H", "H", "H", "H", "H", "H", "H", "H"],
  "xyz": [[0.541, -0.727, 1.604], [0.275, 0.183, 0.488], [-0.166, -0.197, -0.624], [2.140, -0.572, -1.003], [-1.807, 0.806, 0.889], [-0.760, -0.445, -1.758], [-1.963, 2.107, 0.967], [2.278, -1.141, -2.093], [3.235, -1.304, -2.439], [2.926, -0.188, -0.332], [-2.531, 0.023, 1.093], [1.622, -0.776, 1.744], [0.146, -1.731, 1.433], [0.107, -0.303, 2.508], [-0.161, -0.830, -2.576], [-1.817, -0.267, -1.887], [-2.915, 2.568, 1.243], [-1.150, 2.794, 0.744]],
  "atomic_forces_ev_per_a": [[-0.13, -0.02, -0.28], [-1.44, 0.32, -0.18], [1.79, -0.35, 0.31], [0.44, -0.57, -0.97], [-0.68, 0.64, 0.83], [0.16, 0.02, 0.09], [0.04, -0.05, -0.11], [0.06, 0.08, 0.18], [-0.16, 0.11, 0.14], [-0.22, 0.05, 0.06], [0.09, -0.08, -0.06], [-0.01, -0.05, -0.05], [0.02, 0.02, 0.04], [0.01, 0.01, -0.10], [0.00, 0.04, 0.04], [-0.06, -0.01, 0.10], [0.07, -0.11, -0.07], [0.00, -0.07, 0.05]]
}

3.
{
  "formula": "C49H46N5O5TeTi",
  "method": "ωB97M-V/def2-TZVPD",
  "lumo_ev": [2.1, 2.1],
  "s2": 2.029,
  "total_charge": -1,
  "energy_ha": -3662.4608,
  "spin_multiplicity": 3,
  "species": ["Ti", "C", "C", "O", "C", "C", "C", "N", "N", "C", "O", "C", "C", "C", "C", "C", "C", "H", "H", "H", "H", "H", "H", "H", "H", "H", "H", "H", "H", "C", "C", "O", "N", "C", "C", "C", "C", "C", "C", "N", "H", "H", "H", "H", "H", "H", "H", "H", "H", "H", "C", "C", "C", "C", "C", "O", "C", "C", "C", "C", "C", "C", "C", "O", "C", "C", "C", "N", "C", "C", "Te", "C", "C", "C", "C", "C", "C", "C", "C", "C", "C", "C", "C", "H", "H", "H", "H", "H", "H", "H", "H", "H", "H", "H", "H", "H", "H", "H", "H", "H", "H", "H", "H", "H", "H", "H", "H"],
  "xyz": [[-0.057, -1.090, 0.475], [-2.375, -1.738, 4.917], [-2.104, -1.622, 3.429], [-1.010, -2.029, 3.009], [-3.062, -0.921, 2.635], [-2.840, -0.693, 1.290], [-3.367, 0.535, 0.603], [-2.132, -1.535, 0.511], [-2.294, -2.889, 0.852], [-1.206, -3.570, 0.833], [-0.006, -3.071, 0.596], [-1.290, -5.037, 1.056], [-2.512, -5.668, 1.289], [-2.564, -7.036, 1.500], [-1.399, -7.795, 1.480], [-0.181, -7.173, 1.250], [-0.126, -5.801, 1.041], [-1.842, -0.932, 5.431], [-1.980, -2.687, 5.278], [-3.436, -1.661, 5.153], [-3.816, -0.346, 3.160], [-3.793, 1.243, 1.313], [-4.126, 0.251, -0.130], [-2.561, 1.030, 0.055], [-3.408, -5.063, 1.303], [-3.518, -7.515, 1.682], [-1.443, -8.865, 1.645], [0.732, -7.756, 1.237], [0.816, -5.299, 0.868], [4.088, 0.174, 1.162], [2.908, -0.495, 1.793], [1.995, -0.957, 1.105], [2.925, -0.628, 3.131], [1.759, -1.059, 3.895], [0.829, 0.097, 4.145], [0.767, 0.733, 5.374], [-0.043, 1.854, 5.505], [-0.750, 2.293, 4.405], [-0.626, 1.586, 3.214], [0.135, 0.508, 3.082], [4.478, -0.462, 0.367], [4.878, 0.392, 1.881], [3.717, 1.108, 0.736], [3.613, -0.070, 3.608], [2.109, -1.493, 4.831], [1.232, -1.826, 3.330], [1.353, 0.364, 6.207], [-0.101, 2.386, 6.447], [-1.361, 3.184, 4.441], [-1.149, 1.910, 2.326], [-0.758, 4.654, -3.842], [-0.498, 3.594, -2.801], [-0.046, 3.940, -1.522], [0.206, 3.004, -0.536], [0.865, 3.375, 0.752], [1.951, 2.773, 1.032], [0.311, 4.402, 1.578], [1.028, 4.837, 2.729], [0.501, 5.777, 3.587], [-0.759, 6.341, 3.365], [-1.481, 5.926, 2.239], [-0.970, 4.987, 1.369], [-0.060, 1.642, -0.833], [-0.025, 0.748, 0.122], [-0.410, 1.256, -2.140], [-0.645, 2.260, -3.102], [-0.473, -0.156, -2.514], [-0.247, -1.149, -1.716], [-0.339, -2.508, -2.294], [0.912, -3.017, -2.997], [2.768, -2.872, -1.933], [3.319, -1.048, -2.847], [3.928, -1.040, -4.101], [4.237, 0.164, -4.720], [3.949, 1.366, -4.086], [3.358, 1.364, -2.831], [3.043, 0.159, -2.214], [-0.809, -0.401, -3.957], [-2.116, -0.691, -4.332], [-2.432, -0.874, -5.671], [-1.444, -0.763, -6.641], [-0.142, -0.460, -6.268], [0.175, -0.275, -4.930], [-0.799, 5.644, -3.387], [-1.706, 4.482, -4.356], [0.027, 4.672, -4.602], [0.134, 4.985, -1.289], [1.998, 4.392, 2.911], [1.077, 6.083, 4.455], [-1.166, 7.080, 4.043], [-2.466, 6.341, 2.049], [-1.568, 4.669, 0.522], [-0.948, 1.984, -4.103], [-1.164, -2.553, -3.007], [-0.581, -3.181, -1.482], [1.094, -2.504, -3.940], [0.777, -4.076, -3.218], [4.154, -1.977, -4.596], [4.706, 0.161, -5.697], [4.187, 2.306, -4.571], [3.125, 2.290, -2.320], [2.574, 0.171, -1.237], [-2.882, -0.770, -3.570], [-3.451, -1.102, -5.956], [-1.692, -0.906, -7.685], [0.631, -0.360, -7.020], [1.188, -0.015, -4.636]],
  "atomic_forces_ev_per_a": [[0.27, 0.32, 0.45], [-0.01, 0.01, 0.00], [0.03, 0.01, -0.05], [-0.05, -0.10, 0.10], [-0.06, 0.00, -0.01], [-0.08, -0.01, -0.04], [0.06, 0.05, 0.01], [0.10, -0.35, 0.17], [-0.07, 0.00, -0.01], [-0.04, -0.20, -0.02], [-0.13, 0.28, -0.01], [0.03, 0.02, 0.01], [-0.01, -0.01, 0.01], [0.00, 0.00, 0.00], [0.01, 0.00, 0.00], [0.00, -0.01, 0.00], [0.00, 0.01, 0.00], [0.01, 0.00, 0.00], [0.00, 0.00, 0.00], [0.00, 0.00, 0.00], [0.01, 0.01, -0.01], [0.01, 0.00, -0.01], [-0.02, 0.00, 0.01], [0.01, -0.01, 0.01], [0.00, 0.00, 0.00], [0.00, 0.00, 0.00], [0.00, 0.00, 0.00], [0.00, 0.00, 0.00], [0.00, 0.00, 0.00], [-0.05, 0.15, 0.00], [-0.07, -0.31, 0.10], [-0.06, -0.14, -0.23], [-0.02, 0.19, -0.08], [-0.02, -0.12, -0.02], [0.00, 0.05, -0.05], [0.01, -0.01, 0.02], [0.02, 0.01, 0.03], [0.00, 0.07, -0.05], [-0.02, -0.05, -0.09], [0.06, 0.00, -0.08], [-0.05, 0.03, 0.00], [-0.03, -0.01, -0.02], [-0.01, 0.09, -0.03], [0.01, -0.02, 0.06], [0.00, 0.00, 0.01], [0.01, -0.01, 0.01], [-0.01, -0.01, 0.00], [-0.01, -0.01, 0.01], [-0.01, 0.03, -0.02], [-0.03, 0.03, -0.09], [0.01, 0.01, 0.00], [-0.02, 0.01, -0.03], [0.04, 0.00, 0.03], [0.01, -0.06, -0.05], [0.07, -0.09, 0.00], [0.12, -0.12, 0.02], [-0.07, -0.03, 0.01], [0.01, -0.02, 0.02], [0.00, 0.00, 0.00], [0.00, 0.01, 0.02], [-0.01, -0.03, -0.01], [-0.02, 0.01, 0.04], [-0.03, 0.10, 0.05], [0.09, 0.18, -0.05], [0.09, -0.03, -0.01], [0.01, 0.02, -0.03], [-0.13, 0.12, -0.05], [0.35, -0.20, -0.20], [-0.12, 0.03, 0.05], [-0.03, 0.04, -0.01], [-0.01, 0.00, 0.05], [0.01, -0.05, -0.02], [-0.03, 0.00, 0.00], [-0.01, 0.02, 0.00], [0.01, 0.03, -0.01], [-0.03, -0.01, 0.01], [-0.06, 0.06, 0.04], [0.01, 0.06, -0.03], [-0.01, 0.04, -0.02], [0.00, -0.01, 0.01], [0.01, 0.00, 0.00], [0.00, -0.01, -0.01], [0.03, -0.01, 0.01], [0.00, 0.00, 0.00], [0.00, -0.01, 0.00], [0.00, 0.00, 0.01], [0.01, -0.01, 0.00], [0.00, 0.00, 0.00], [0.00, 0.00, 0.00], [0.00, 0.00, 0.00], [0.00, 0.00, 0.00], [-0.01, 0.00, 0.01], [-0.01, -0.01, -0.01], [0.04, -0.04, 0.03], [-0.01, -0.03, 0.04], [0.00, 0.01, 0.00], [-0.01, 0.00, 0.00], [0.00, 0.00, 0.01], [-0.01, 0.01, 0.01], [0.00, -0.01, 0.00], [-0.02, 0.05, 0.00], [-0.07, -0.02, -0.01], [0.00, 0.00, 0.00], [0.00, 0.00, 0.00], [0.00, 0.00, 0.00], [0.00, 0.00, 0.00], [-0.02, -0.02, 0.01]]
}